[1]
C28H27Cl3N3O3RuS2 | wB97M-V/def2-TZVPD

Structure (XYZ):
```
67
Properties=species:S:1:pos:R:3:forces:R:3:mulliken_charge:R:1
Ru -0.7060 -0.7792 -1.0765 -2.625 0.050 0.418 0.37
C 0.1565 -1.8921 3.2218 0.055 0.024 -0.021 -0.51
C 0.4311 -2.1299 1.7404 0.185 -0.099 0.172 0.82
N -0.3426 -1.3987 0.9240 -0.324 -0.109 -0.100 0.60
N -1.2780 -0.6966 1.7108 0.232 0.155 -0.299 -0.38
C -2.3743 -0.2964 1.2196 -0.251 0.059 0.353 0.28
S -2.9159 -0.5491 -0.4176 1.144 0.107 -0.136 -0.27
S -3.4113 0.6627 2.3106 -0.062 -0.059 -0.051 -0.10
C -2.2783 2.0714 2.6125 0.012 -0.166 -0.047 -0.32
C -1.1071 1.8044 3.5117 0.010 -0.017 -0.009 0.53
C -1.2820 1.6173 4.8789 -0.008 -0.008 0.006 -0.44
C -0.1898 1.4009 5.7046 0.002 -0.010 -0.003 -0.66
C 1.0930 1.3688 5.1720 0.000 -0.020 -0.009 -0.53
C 1.2763 1.5520 3.8093 0.001 0.003 0.003 -0.68
C 0.1793 1.7605 2.9845 0.002 0.113 0.015 0.14
C 1.4903 -3.1524 1.4857 0.026 0.090 0.052 0.02
C 2.0863 -3.7691 2.6300 -0.028 -0.053 -0.115 -1.06
C 3.1145 -4.6720 2.5681 -0.038 0.036 0.160 -1.02
C 3.6370 -5.0544 1.3348 0.084 -0.022 -0.153 -0.35
C 3.0713 -4.5597 0.1927 0.030 -0.113 0.281 -0.52
C 2.0035 -3.6422 0.2460 -0.608 0.365 -0.005 0.77
O 1.5627 -3.2628 -0.9227 0.390 -0.519 0.800 -0.87
H -0.1471 -0.8704 3.4009 0.025 -0.025 0.034 -0.19
H 1.0163 -2.0935 3.8344 0.070 0.046 0.018 0.40
H -0.6682 -2.5307 3.5466 0.003 0.002 0.001 0.29
H -2.9471 2.8211 3.0364 0.047 0.048 -0.004 0.58
H -1.9342 2.4181 1.6391 -0.049 0.081 0.011 -0.53
H -2.2806 1.6418 5.2995 0.001 -0.001 0.000 0.43
H -0.3377 1.2687 6.7683 -0.003 -0.018 -0.003 0.40
H 1.9446 1.2008 5.8181 0.002 0.025 0.003 0.41
H 2.2743 1.5380 3.3895 -0.003 -0.027 -0.004 0.43
H 0.3197 1.8924 1.9171 0.003 -0.012 0.001 0.22
H 1.7300 -3.5634 3.6184 -0.031 -0.021 0.038 0.30
H 3.5131 -5.0823 3.4853 -0.013 -0.005 0.000 0.40
H 4.4697 -5.7440 1.2792 -0.023 -0.023 -0.006 0.41
H 3.4165 -4.8542 -0.7880 -0.029 0.024 -0.025 0.45
Cl -3.0409 -5.3540 -4.8746 0.021 0.005 0.006 -0.17
C -2.1523 -4.0257 -4.2677 0.052 -0.036 0.056 0.28
C -1.0838 -4.1040 -3.4241 0.972 -0.335 -0.068 -1.35
C -0.6877 -2.7580 -3.2234 -0.310 1.915 0.946 0.71
Cl 0.5430 -2.1036 -2.1699 -0.036 -1.537 -0.588 0.38
C 1.3302 -0.9598 -3.2358 0.664 0.680 -2.766 0.71
O 1.9215 -0.1270 -3.7238 0.227 0.348 0.419 -0.27
C -1.6286 -1.8599 -3.8896 0.747 -1.126 0.614 0.38
Cl -1.5060 -0.1591 -3.6268 -0.129 -0.019 0.204 0.01
C -2.4783 -2.6690 -4.5756 -0.619 0.787 -0.223 -0.91
H -0.5956 -4.9850 -3.0430 -0.047 -0.009 0.028 0.55
H -3.2939 -2.3657 -5.2132 -0.007 0.015 0.027 0.49
O -0.3257 1.2646 -0.6168 0.027 -0.665 -0.226 -0.40
C -0.0820 2.3337 -1.2270 0.211 0.062 0.160 0.36
C -1.0582 3.4758 -1.1169 0.048 0.031 0.006 -0.63
C -1.4834 4.1538 -2.4510 0.015 -0.083 -0.008 -0.87
C -0.7850 3.6507 -3.7156 0.013 0.056 0.038 -0.05
C 0.6829 4.0598 -3.8114 -0.041 -0.101 0.038 -0.60
C 1.4286 3.7909 -2.5066 -0.039 0.018 -0.039 -0.86
N 1.0510 2.5175 -1.8909 -0.139 -0.043 -0.222 0.11
H -0.6088 4.2059 -0.4369 -0.023 0.009 0.005 0.41
H -1.9305 3.0658 -0.6127 0.022 0.011 0.048 0.25
H -1.3413 5.2322 -2.3663 -0.007 0.003 0.001 0.31
H -2.5538 3.9905 -2.5685 -0.008 0.043 0.009 0.45
H -1.3160 4.0281 -4.5896 -0.020 -0.012 0.007 0.45
H -0.8641 2.5603 -3.7649 -0.015 0.006 -0.035 -0.29
H 0.7604 5.1282 -4.0215 0.018 -0.008 -0.048 0.32
H 1.1581 3.5294 -4.6387 0.015 0.025 -0.004 0.37
H 1.2176 4.5785 -1.7834 0.039 -0.004 0.020 0.27
H 2.5061 3.7723 -2.6548 0.003 0.027 0.012 0.50
H 1.6309 1.7071 -2.0452 0.119 0.036 0.207 0.27
```
Forces are in eV/Å.

Max |F|: 2.92 eV Å⁻¹
LUMO level (spin up / spin down): -5.141 / -5.086 eV
Net charge: +1
Orbital gap (spin up / spin down): 5.2 / 5.3 eV
ΔE to the lowest compared entry with this formula, charge and spin: 260.3 kcal/mol
Molecular weight: 725.105 g mol⁻¹
Energy: -101889.2784 eV
HOMO (spin up / spin down): -10.334 / -10.344 eV


[2]
C28H27F3N8O9P2SSm | wB97M-V/def2-TZVPD

Structure (XYZ):
```
79
Properties=species:S:1:pos:R:3:forces:R:3:mulliken_charge:R:1
Sm -0.6673 -0.0813 -0.7744 0.586 0.765 -0.384 0.64
C 0.3405 -4.6535 -0.9000 0.041 -0.068 0.086 -1.78
C -0.1172 -3.2158 -1.0330 -0.231 0.235 -0.238 0.91
O 0.2331 -2.4189 0.1246 -0.159 -0.136 -0.404 -0.27
P 0.6120 -2.4154 -2.5284 0.153 -0.083 -0.276 0.41
O 0.2406 -3.3306 -3.7338 -0.147 0.004 -0.007 -0.54
O 2.1853 -2.5151 -2.4553 -0.057 0.028 0.042 -0.56
O 0.1356 -0.9926 -2.6314 0.771 -1.076 -0.826 -0.21
P -1.9487 -3.0256 -1.3609 -0.106 0.119 -0.039 0.71
O -2.6282 -4.0579 -0.3617 -0.089 0.015 0.104 -0.48
O -2.1836 -3.3715 -2.7873 -0.036 -0.079 -0.037 -0.96
O -2.2464 -1.6279 -0.8428 -0.461 -1.091 -0.264 -0.08
H 1.4153 -4.6855 -0.7179 0.002 -0.040 0.005 0.39
H 0.1158 -5.2252 -1.8017 -0.012 0.035 0.032 0.38
H -0.1775 -5.1208 -0.0615 0.047 -0.011 -0.007 0.45
H -0.3943 -2.6187 0.8394 0.056 0.053 -0.029 0.29
H -0.7561 -3.4561 -3.7213 0.021 -0.033 0.030 0.45
H 2.5662 -3.1520 -3.0732 0.039 -0.047 -0.029 0.34
H -3.0399 -4.7971 -0.8249 -0.025 -0.085 -0.005 0.40
N -4.9601 2.8055 5.8451 0.089 -0.010 -0.100 -0.46
C -4.0991 2.3926 4.8737 -0.088 0.039 0.101 1.05
C -2.8025 2.9254 4.7949 -0.021 0.030 0.057 -0.85
C -1.9357 2.5243 3.8043 -0.068 -0.178 -0.108 -0.32
C -2.3615 1.5742 2.8755 -0.112 -0.142 0.228 -0.17
C -3.6478 1.0328 2.9359 0.119 -0.050 -0.027 -0.90
C -4.5062 1.4369 3.9253 -0.122 0.012 0.094 -0.79
S -1.3736 1.0816 1.5605 -0.009 0.974 0.710 2.01
O -1.0761 -0.3753 1.5560 -0.291 -0.016 0.435 -0.66
O -2.1212 1.3508 0.2985 -0.384 0.239 0.618 -0.55
N -0.0510 1.8570 1.7041 0.452 0.288 -0.439 -0.54
C 0.6783 2.4163 0.6905 -0.263 0.087 0.348 0.51
N 0.3422 2.2315 -0.6108 0.117 0.239 0.143 0.02
C 1.0159 2.9435 -1.5175 -0.231 -0.116 -0.193 0.10
C 2.0524 3.7769 -1.1998 0.133 0.118 0.072 -0.82
C 2.4128 3.7844 0.1450 -0.019 -0.048 0.201 -0.22
N 1.7493 3.1279 1.0821 -0.019 0.148 -0.168 -0.64
H -4.6575 3.4367 6.5628 0.010 -0.003 0.012 0.19
H -5.8583 2.3739 5.9540 -0.003 -0.014 -0.004 0.19
H -2.4835 3.6620 5.5226 -0.014 -0.019 -0.021 0.30
H -0.9360 2.9318 3.7394 -0.028 -0.022 -0.023 0.53
H -3.9689 0.2964 2.2062 0.045 0.070 0.045 0.47
H -5.5064 1.0227 3.9775 0.039 0.025 0.010 0.30
H 0.7077 2.8140 -2.5493 -0.015 -0.027 -0.019 0.24
H 2.5776 4.3520 -1.9483 -0.008 -0.022 0.050 0.45
H 3.2775 4.3477 0.4811 -0.011 -0.006 0.019 0.45
N 8.1076 -3.4674 4.9077 -0.114 0.073 -0.117 -0.47
C 7.3745 -2.9940 4.1596 -0.090 0.065 -0.097 -0.03
C 6.4486 -2.4014 3.2176 0.116 -0.186 0.181 0.50
C 5.2741 -3.0739 2.8879 0.005 -0.026 0.023 -0.85
C 4.3903 -2.5145 1.9819 -0.071 -0.048 -0.020 -0.08
C 4.6792 -1.2775 1.4261 -0.144 0.212 -0.128 0.35
C 5.8419 -0.6004 1.7496 0.128 0.081 0.025 -0.51
C 6.7331 -1.1678 2.6428 0.083 0.086 0.001 -0.83
N 3.7658 -0.6820 0.5022 0.182 -0.100 -0.018 0.19
C 4.0822 -0.0816 -0.7058 0.091 -0.083 0.195 -0.55
C 2.9000 0.2543 -1.2694 -0.250 0.062 -0.024 -1.38
N 1.8587 -0.1190 -0.4381 0.360 -0.133 0.012 1.29
C 2.4231 -0.6707 0.6116 0.095 0.093 0.071 -0.95
H 5.0671 -4.0375 3.3331 -0.008 0.016 -0.012 0.45
H 3.4878 -3.0409 1.6927 0.055 0.024 0.034 0.49
H 6.0431 0.3730 1.3186 -0.019 -0.048 0.034 0.51
H 7.6448 -0.6496 2.9073 -0.016 -0.009 -0.004 0.45
H 5.0976 0.0239 -1.0493 -0.058 -0.053 0.043 0.66
H 2.7287 0.7186 -2.2261 -0.018 -0.021 0.026 0.61
H 1.9056 -1.0213 1.4881 0.007 -0.081 0.009 0.71
F -4.5092 3.3506 -6.2366 0.046 0.090 -0.086 -0.27
C -5.0474 2.5085 -5.3514 0.115 -0.014 0.101 0.77
F -6.0219 3.1542 -4.7042 -0.135 0.093 0.054 -0.25
F -5.6098 1.5041 -6.0321 -0.072 -0.129 -0.086 -0.24
C -4.0177 1.9819 -4.3811 -0.002 -0.009 -0.059 0.49
C -2.6656 2.1016 -4.6437 -0.050 0.057 -0.093 -1.20
C -1.7808 1.5669 -3.7288 0.114 -0.076 0.037 -0.18
N -2.1687 0.9560 -2.6116 -0.034 -0.075 0.106 0.15
C -3.4793 0.8411 -2.3720 0.098 0.044 -0.046 -0.16
C -4.4370 1.3367 -3.2306 -0.121 0.041 -0.049 -1.19
H -2.3063 2.5955 -5.5351 -0.013 -0.012 0.014 0.48
H -0.7139 1.6157 -3.9084 0.020 -0.008 -0.006 0.61
H -3.7613 0.3295 -1.4652 -0.014 -0.026 0.094 0.61
H -5.4879 1.2254 -3.0011 0.020 0.002 -0.010 0.44
```
Forces are in eV/Å.

Max |F|: 1.56 eV Å⁻¹
LUMO level (spin up / spin down): -2.265 / -2.200 eV
Net charge: +1
Orbital gap (spin up / spin down): 8.3 / 8.3 eV
Spin multiplicity: 6
ΔE to the lowest compared entry with this formula, charge and spin: 0.0 kcal/mol
Molecular weight: 920.940 g mol⁻¹
Energy: -115297.3617 eV
HOMO (spin up / spin down): -10.518 / -10.518 eV


[3]
C28H27F5IrN7S | wB97M-V/def2-TZVPD

Structure (XYZ):
```
69
Properties=species:S:1:pos:R:3:forces:R:3:mulliken_charge:R:1
Ir 0.0879 -0.0568 -1.2791 0.634 1.037 0.750 0.80
C 0.7218 -4.6568 3.9261 -1.866 -0.535 -0.334 -1.40
C 0.3395 -3.4537 3.1043 0.314 -1.973 -2.162 0.53
C 0.4729 -2.2065 3.6288 0.578 2.280 0.626 -1.15
C 0.4850 -1.0642 2.8361 -1.220 0.136 0.911 -0.28
C 0.0102 -1.0907 1.4857 0.347 -0.331 0.495 0.84
N -0.2512 0.0344 0.7404 0.821 -0.644 0.846 0.20
C -0.8154 1.1685 1.3476 1.121 -0.415 -0.361 0.50
C -1.8142 0.9443 2.3284 0.619 -0.076 -0.259 -0.05
C -2.2850 2.0240 3.0119 -0.019 1.071 -0.441 -1.07
C -1.9431 3.3629 2.6611 0.254 -1.304 0.192 0.00
C -2.7061 4.4632 3.2994 -0.602 0.084 1.130 -1.28
C -0.9585 3.5698 1.7169 -0.570 -0.890 -0.763 -0.65
C -0.3700 2.4844 1.0312 -2.052 -0.187 1.390 0.38
N 0.5553 2.8107 0.0558 1.302 -0.070 -2.348 0.26
C 1.2105 4.0095 -0.0998 0.722 -1.343 0.830 0.02
C 2.1968 3.8047 -1.0325 -0.800 -1.028 -0.502 -1.41
C 2.0526 2.5111 -1.5638 -2.674 -0.336 0.884 -0.15
N 0.9706 1.9271 -0.9284 1.271 0.589 0.076 -0.21
C -0.2236 -2.4055 0.9574 -0.368 -1.272 0.020 0.58
C -0.0002 -3.5667 1.7539 -0.369 0.470 -0.129 -1.12
N -0.8454 -2.6237 -0.2629 0.984 0.421 0.622 0.48
C -1.5593 -3.8025 -0.5792 0.573 1.322 -0.501 -0.34
C -2.4972 -3.4406 -1.4946 -0.860 1.216 -0.834 -0.88
C -2.3193 -2.0160 -1.7395 -0.174 -2.013 -0.628 -0.55
N -1.2077 -1.5380 -1.0709 -1.331 -1.179 0.631 -0.12
H -0.0772 -5.4793 3.7527 1.662 1.066 0.416 0.35
H 0.6950 -4.3171 4.9587 0.041 -0.485 0.225 0.42
H 1.7457 -4.9818 3.6890 -0.472 -0.080 -0.061 0.27
H 0.5795 -2.1901 4.7115 0.478 0.619 -0.207 0.33
H 0.6727 -0.1012 3.3269 -0.050 -0.328 -0.395 0.66
H -2.1642 -0.0930 2.4972 0.328 0.870 0.015 0.58
H -2.9936 1.9234 3.7966 -0.618 -0.322 0.452 0.37
H -3.2087 4.0405 4.2309 0.466 0.893 -1.230 0.35
H -3.4615 4.8818 2.6076 0.206 -0.288 0.410 0.30
H -2.0457 5.2872 3.5869 -0.155 -0.095 0.060 0.37
H -0.7993 4.5579 1.3282 0.210 0.359 0.222 0.50
H 1.0921 4.8219 0.6116 -0.040 -0.265 -0.367 0.42
H 2.9078 4.4852 -1.3506 1.170 1.272 -0.402 0.53
H 2.4973 1.9774 -2.4193 -0.027 0.456 0.851 0.48
H -0.2569 -4.5504 1.3227 0.583 0.738 0.533 0.03
H -1.1551 -4.7254 -0.2240 -0.449 -0.343 -0.137 0.54
H -3.2883 -4.0940 -1.9309 0.952 0.761 0.374 0.39
H -2.9365 -1.3936 -2.3692 0.117 0.112 0.091 0.45
N -3.1735 1.9498 -5.0366 -1.239 -0.346 0.356 -0.30
C -1.9945 1.0125 -4.8077 -1.161 -1.257 0.032 -0.74
C -1.0455 1.4276 -3.7148 1.219 0.825 -0.023 -0.43
N -0.2088 0.2535 -3.3073 -1.898 -0.912 -2.000 -0.77
H -3.7751 1.5124 -5.7642 0.316 0.395 0.379 0.40
H -2.9919 2.9117 -5.3483 0.476 -0.230 -0.010 0.35
H -3.7894 2.0413 -4.1898 0.733 -0.182 -0.691 0.38
H -1.5510 0.8199 -5.7766 0.331 0.341 -0.169 0.34
H -2.4712 0.0250 -4.5366 0.277 1.038 -0.088 0.35
H -1.5838 1.8582 -2.8638 0.062 -0.378 0.057 0.36
H -0.3326 2.2100 -4.0507 -0.569 -0.280 0.086 0.36
H 0.6886 0.3004 -3.7436 0.879 0.374 -0.535 0.40
H -0.6292 -0.5862 -3.7795 0.464 0.549 0.922 0.35
F 4.5757 -1.6617 2.7081 0.063 0.857 -1.223 -0.32
C 4.3008 -1.4999 1.3870 1.371 0.047 1.083 0.37
C 3.6736 -2.5861 0.8168 -0.779 -0.986 -0.772 0.61
F 3.3822 -3.6905 1.5248 0.384 0.626 -0.050 -0.39
C 3.2122 -2.5155 -0.4907 -0.907 0.087 0.071 -0.17
F 2.4803 -3.5405 -1.0128 0.719 1.127 0.709 -0.36
C 3.2776 -1.2816 -1.1637 1.888 -1.649 1.400 0.88
S 2.2190 -0.9437 -2.3814 -2.259 0.692 -1.897 -0.51
C 4.2146 -0.3691 -0.6846 -0.183 0.906 -0.810 -0.06
F 4.4998 0.7352 -1.3995 -0.411 -0.243 0.062 -0.36
C 4.7269 -0.4070 0.5741 -0.908 0.402 2.381 0.24
F 5.1853 0.7821 1.0804 0.098 -1.774 -0.262 -0.26
```
Forces are in eV/Å.

Max |F|: 3.03 eV Å⁻¹
LUMO level (spin up / spin down): -6.218 / -7.280 eV
Net charge: +2
Orbital gap (spin up / spin down): 3.8 / 5.6 eV
Spin multiplicity: 5
ΔE to the lowest compared entry with this formula, charge and spin: 8.4 kcal/mol
Molecular weight: 780.847 g mol⁻¹
Energy: -67144.8707 eV
HOMO (spin up / spin down): -10.047 / -12.835 eV